Record 1
Molecular formula: HORb
Method: DFT, ωB97M-V/def2-TZVPD

```
3
Properties=species:S:1:pos:R:3:lowdin_charge:R:1
Rb 0.6010 1.7882 0.2535 0.93
O -0.5875 -0.6895 -0.4538 -0.71
H -0.0135 -1.0987 0.2003 -0.22
```

Summary:
- Kohn-Sham gap: 5.868 eV
- Electronic energy: -99.8695 Ha
- Max |F|: 0.027 hartree/bohr

---

Record 2
Molecular formula: C30H32CrN9S
Method: DFT, ωB97M-V/def2-TZVPD

```
73
Properties=species:S:1:pos:R:3:mulliken_spin:R:1
Cr -0.0325 0.0065 -0.0542 1.27
C 1.5120 -0.1343 1.7972 -0.07
C 0.7280 1.0737 1.9096 -0.01
C 0.9932 1.8715 0.7890 0.03
C 1.8815 1.1378 -0.0599 -0.13
C 2.1569 -0.1204 0.5587 -0.02
C 3.1194 -1.1315 0.0320 -0.01
C 2.7108 1.7151 -1.1594 0.00
C 0.6671 3.3238 0.6646 -0.02
C -0.0790 1.5000 3.0885 0.01
C 1.8647 -1.0638 2.9059 0.01
H 2.8714 -2.1380 0.3657 0.00
H 4.1333 -0.9135 0.3716 0.00
H 3.1399 -1.1374 -1.0566 0.00
H 2.1792 2.4441 -1.7666 0.00
H 3.1276 0.9478 -1.8082 0.00
H 3.5548 2.2436 -0.7065 0.00
H -0.3816 3.5406 0.8703 0.00
H 0.9148 3.7117 -0.3195 0.00
H 1.2533 3.8840 1.3943 0.00
H -0.9686 2.0522 2.7856 0.00
H 0.5091 2.1687 3.7219 0.00
H -0.3858 0.6628 3.7088 0.00
H 2.8152 -0.7181 3.3217 0.00
H 2.0285 -2.0886 2.5697 0.00
H 1.1535 -1.0637 3.7245 0.00
N -0.2079 2.6518 -2.1580 0.00
C 0.1975 1.5519 -2.8003 0.00
N 0.5254 1.6797 -4.0755 0.00
C 0.9510 0.5746 -4.6904 0.00
N 1.3786 0.6608 -5.9421 0.00
N 0.9597 -0.6564 -4.1172 0.00
C 0.6209 -0.6723 -2.8548 0.01
N 0.2927 0.3873 -2.1014 -0.05
C 0.5575 -1.9740 -2.1640 0.02
C 0.8239 -3.1588 -2.8318 0.00
C 0.7136 -4.3494 -2.1315 0.01
C 0.3382 -4.3028 -0.7986 -0.01
C 0.0936 -3.0719 -0.2129 0.02
N 0.2046 -1.9212 -0.8707 -0.05
H -0.3657 3.4820 -2.7054 0.00
H -0.6439 2.5786 -1.2553 0.00
H 1.3841 1.5536 -6.4055 0.00
H 1.6853 -0.1640 -6.4286 0.00
H 1.1051 -3.1235 -3.8716 0.00
H 0.9116 -5.2927 -2.6180 0.00
H 0.2297 -5.2020 -0.2128 0.00
H -0.2077 -3.0090 0.8196 0.00
N -4.3196 0.6534 0.0615 0.02
C -4.8124 1.3803 -1.0472 0.00
C -6.0257 2.0385 -0.9714 0.00
C -6.4850 2.7346 -2.0821 0.00
C -5.7210 2.7856 -3.2396 0.00
C -4.4936 2.1396 -3.2975 0.00
C -4.0451 1.4175 -2.2017 0.00
S -2.5769 0.4548 -2.3001 0.00
N -2.0754 0.4120 -0.6401 -0.06
C -3.0226 0.3511 0.2539 0.01
C -2.6523 -0.2430 1.5628 0.02
C -3.5346 -0.3281 2.6299 0.00
C -3.1981 -1.1217 3.7184 0.00
C -2.0035 -1.8154 3.6768 0.00
C -1.1524 -1.6114 2.5987 0.01
N -1.4269 -0.8075 1.5767 -0.01
H -4.9703 0.4842 0.8099 0.00
H -6.6122 2.0078 -0.0632 0.00
H -7.4379 3.2399 -2.0378 0.00
H -6.0789 3.3278 -4.1009 0.00
H -3.9002 2.1794 -4.2008 0.00
H -4.4765 0.1983 2.6398 0.00
H -3.8693 -1.2115 4.5604 0.00
H -1.7101 -2.4940 4.4639 0.00
H -0.2069 -2.1255 2.5587 0.00
```

Summary:
- Kohn-Sham gap (spin up / spin down): 7.060 / 6.895 eV
- Multiplicity: 2
- Electronic energy: -3097.5125 Ha
- Total charge: +2
- Max |F|: 0.022 hartree/bohr
- Expectation value of S²: 0.801

---

Record 3
Molecular formula: C5H11NO
Method: DFT, ωB97M-V/def2-TZVPD

```
18
Properties=species:S:1:pos:R:3:lowdin_charge:R:1
C 2.1766 -0.7042 -0.0451 -0.07
C 0.6059 -0.6400 -0.0253 -0.44
C -0.4234 1.3915 -0.6959 -0.22
C -0.3297 1.3294 0.7852 -0.07
C 0.3352 0.1960 1.1600 -0.09
H -3.0938 -1.5801 -0.4177 0.04
H -2.1151 -0.7581 0.5313 0.00
H 2.4520 -1.3043 -0.9534 0.08
H 2.6231 0.3099 -0.2072 0.09
H 2.5193 -1.1289 0.9281 0.08
H 0.3105 -1.6574 0.0627 0.12
H -0.6993 -0.4917 -1.4911 0.09
H 0.1584 2.1829 -1.1390 0.10
H -1.4725 1.5697 -1.0035 0.12
H -0.7664 2.1700 1.3680 0.11
H 0.6433 -0.1560 2.1553 0.12
N 0.0651 0.0858 -1.1653 -0.01
O -2.9891 -0.8145 0.1528 -0.04
```

Summary:
- Kohn-Sham gap: 9.492 eV
- Electronic energy: -327.0611 Ha
- SMILES: C[C@H]1C=CCN1.O
- Max |F|: 0.068 hartree/bohr

---

Record 4
Molecular formula: C40H51BCl64O
Method: DFT, ωB97M-V/def2-TZVPD

```
157
Properties=species:S:1:pos:R:3:lowdin_charge:R:1
C 2.3332 11.3143 2.2736 -0.13
C 0.9585 11.4637 1.5883 -0.25
C 0.7250 10.4904 0.4226 -0.21
C -0.0873 9.2279 0.7856 -0.19
C 0.7515 7.9230 0.8554 -0.20
C 0.5353 7.1846 2.1776 -0.21
C -0.8754 6.5601 2.2743 -0.22
C -0.9333 5.0805 2.6706 -0.24
C 0.1162 4.1983 2.0035 -0.21
C -0.2722 2.7238 1.9683 -0.23
C 0.9142 1.8166 1.6635 -0.22
C 0.5034 0.3453 1.4690 -0.21
C 1.4500 -0.4332 0.5432 -0.20
C 1.6605 -1.9070 0.9453 -0.20
C 1.0026 -2.9133 -0.0151 -0.21
C 1.9497 -3.3718 -1.1355 -0.21
C 2.6974 -4.6801 -0.8025 -0.20
C 2.1224 -5.9196 -1.5316 -0.20
C 3.1341 -6.6684 -2.4100 -0.23
C 2.4432 -7.4745 -3.5263 -0.17
B 3.4293 -8.3510 -4.3591 -0.16
C 3.5442 -8.2665 -5.9168 -0.13
C 2.9275 -9.5468 -6.5239 -0.23
O 2.2556 -9.2889 -7.7406 -0.17
C 2.8082 -9.8990 -8.8959 -0.29
C 3.6168 -8.9017 -9.7296 -0.06
H 2.9647 10.6178 1.7220 0.03
H 2.8615 12.2640 2.3500 0.05
H 2.2163 10.9327 3.2900 0.06
H 0.1547 11.4027 2.3233 0.10
H 0.9085 12.4760 1.1788 0.10
H 1.6797 10.2071 -0.0271 0.10
H 0.1761 11.0270 -0.3551 0.10
H -0.8841 9.1110 0.0495 0.10
H -0.5779 9.3882 1.7498 0.10
H 0.3926 7.2741 0.0522 0.10
H 1.8026 8.1822 0.7226 0.10
H 1.3245 6.4539 2.3546 0.10
H 0.6299 7.9378 2.9680 0.10
H -1.3991 6.7078 1.3236 0.09
H -1.4414 7.1396 3.0101 0.10
H -1.9099 4.7031 2.3737 0.04
H -0.9141 4.9618 3.7562 0.05
H 1.0395 4.2629 2.5920 0.11
H 0.3670 4.5578 1.0006 0.12
H -1.0537 2.5507 1.2193 0.07
H -0.6783 2.4218 2.9412 0.11
H 1.4398 2.1708 0.7720 0.11
H 1.5848 1.8392 2.5279 0.12
H 0.4360 -0.1349 2.4485 0.11
H -0.5104 0.3345 1.0538 0.08
H 1.0035 -0.4273 -0.4551 0.10
H 2.4147 0.0751 0.4878 0.10
H 2.7329 -2.1245 0.9881 0.10
H 1.2833 -2.0751 1.9570 0.10
H 0.1453 -2.4141 -0.4793 0.10
H 0.6043 -3.7721 0.5307 0.11
H 1.3687 -3.5250 -2.0471 0.10
H 2.6779 -2.5783 -1.3224 0.07
H 3.7348 -4.5455 -1.1228 0.05
H 2.6886 -4.8529 0.2755 0.11
H 1.2484 -5.6363 -2.1228 0.10
H 1.7754 -6.6371 -0.7821 0.11
H 3.6860 -7.3653 -1.7719 0.11
H 3.8373 -5.9575 -2.8538 0.09
H 1.8783 -6.8007 -4.1789 0.10
H 1.6992 -8.1297 -3.0496 0.12
H 4.1324 -9.1486 -3.8010 0.09
H 4.6060 -8.2305 -6.1851 0.10
H 3.0625 -7.3807 -6.3339 0.10
H 3.7183 -10.2933 -6.6408 0.12
H 2.2029 -9.9784 -5.8216 0.12
H 3.4067 -10.7831 -8.6551 0.11
H 1.9768 -10.2409 -9.5098 0.04
H 3.2259 -7.9015 -9.5433 0.08
H 4.6842 -8.9367 -9.5126 0.07
H 3.4649 -9.1069 -10.7916 0.07
C -6.1937 -2.5958 2.0656 -2.04
Cl -7.6129 -1.5840 1.7322 0.49
Cl -4.7629 -1.5654 2.0700 0.51
Cl -6.3550 -3.3881 3.6283 0.53
Cl -6.0524 -3.8141 0.7969 0.53
C -0.1513 4.4317 7.2599 -2.05
Cl 1.0383 3.4128 8.0707 0.54
Cl 0.6745 5.5897 6.2133 0.54
Cl -1.2153 3.4116 6.2762 0.51
Cl -1.1115 5.2960 8.4608 0.52
C 6.2535 10.5426 1.8154 -2.06
Cl 5.8161 12.1538 1.2432 0.53
Cl 5.7711 9.3411 0.6125 0.52
Cl 8.0009 10.4647 2.0591 0.52
Cl 5.4309 10.2018 3.3392 0.54
C -5.2325 5.4042 2.8117 -2.02
Cl -4.1391 4.4180 3.7762 0.53
Cl -4.2953 6.5462 1.8482 0.58
Cl -6.1451 4.3388 1.7443 0.52
Cl -6.3418 6.2901 3.8665 0.53
C -5.5766 5.7531 7.9504 -2.05
Cl -5.5873 7.4976 7.6569 0.52
Cl -5.2311 5.4505 9.6583 0.53
Cl -7.1519 5.0742 7.5418 0.50
Cl -4.3405 4.9977 6.9493 0.48
C -10.5304 7.0763 9.4312 -2.03
Cl -11.4409 8.5436 9.0594 0.53
Cl -11.0595 5.7741 8.3570 0.49
Cl -8.8097 7.3523 9.1733 0.50
Cl -10.8112 6.6258 11.1163 0.52
C -12.0618 2.6337 10.6770 -2.04
Cl -12.1630 1.2757 9.5499 0.52
Cl -12.4362 2.0740 12.3103 0.53
Cl -10.4268 3.2993 10.6421 0.50
Cl -13.2204 3.8774 10.2025 0.47
C -3.5574 1.3185 -1.3303 -2.05
Cl -4.2316 2.2517 0.0094 0.50
Cl -4.2563 1.8738 -2.8548 0.53
Cl -1.8060 1.5182 -1.3736 0.56
Cl -3.9704 -0.3793 -1.0768 0.51
C 6.9428 -2.8927 -2.1060 -2.03
Cl 8.2087 -3.6237 -1.1156 0.53
Cl 7.5588 -1.4084 -2.8356 0.50
Cl 6.4888 -4.0203 -3.3847 0.51
Cl 5.5347 -2.5403 -1.1006 0.57
C -10.5562 -2.1425 5.4661 -2.05
Cl -9.7735 -1.3480 6.8359 0.52
Cl -9.6007 -1.8710 4.0062 0.48
Cl -10.6670 -3.8778 5.7778 0.52
Cl -12.1793 -1.4785 5.2513 0.52
C 10.5200 0.2304 -5.2961 -2.05
Cl 11.7043 -0.6282 -4.3139 0.51
Cl 11.2764 1.6130 -6.0849 0.54
Cl 9.8692 -0.8665 -6.5227 0.51
Cl 9.1965 0.7760 -4.2613 0.50
C -15.3100 6.2057 7.6393 -2.05
Cl -14.8524 6.7699 9.2514 0.50
Cl -17.0033 6.6033 7.3387 0.53
Cl -14.2920 6.9960 6.4336 0.52
Cl -15.0870 4.4568 7.5444 0.51
C -1.7719 -10.1805 -9.5540 -2.05
Cl -2.6531 -11.5873 -10.1597 0.52
Cl -1.0453 -10.5671 -7.9923 0.54
Cl -0.4958 -9.7395 -10.6922 0.52
Cl -2.8916 -8.8278 -9.3747 0.53
C 8.6429 -7.8048 -3.6269 -2.06
Cl 9.9251 -8.4827 -2.6200 0.53
Cl 9.2173 -6.3168 -4.3830 0.51
Cl 8.2008 -8.9701 -4.8801 0.52
Cl 7.2324 -7.4570 -2.6255 0.51
C 1.4384 -13.7346 -11.4843 -2.05
Cl 3.1957 -13.7186 -11.2938 0.52
Cl 1.0044 -12.9213 -12.9920 0.52
Cl 0.8658 -15.4037 -11.5293 0.53
Cl 0.6937 -12.8856 -10.1324 0.51
C 13.6355 -4.3740 -5.6495 -2.06
Cl 13.7622 -5.7122 -6.7944 0.53
Cl 13.0907 -4.9891 -4.0847 0.51
Cl 15.2151 -3.6061 -5.4627 0.53
Cl 12.4727 -3.1877 -6.2412 0.49
```

Summary:
- Kohn-Sham gap: 9.499 eV
- Electronic energy: -31106.8311 Ha
- Max |F|: 0.016 hartree/bohr

---

Record 5
Molecular formula: C5H6PS
Method: DFT, ωB97M-V/def2-TZVPD

```
13
Properties=species:S:1:pos:R:3:lowdin_charge:R:1
C 0.4017 -1.0657 0.1852 -0.32
C -2.0268 -1.1684 -0.6234 -0.42
C -0.1807 0.1798 0.2513 -0.40
C -1.6039 0.1685 -0.1702 -0.91
C 0.5099 1.4184 0.7966 -0.11
P -0.7057 -2.3370 -0.4528 0.77
S -2.5808 1.5447 -0.0470 0.33
H 1.3817 -1.2377 0.2968 -0.01
H -2.9684 -1.2743 -1.1385 0.02
H 0.5354 2.0613 -0.1131 0.08
H 1.5123 1.1396 1.0198 0.04
H 0.1720 2.0494 1.6360 0.07
H -0.2992 -2.5151 -1.7122 -0.13
```

Summary:
- Kohn-Sham gap: 6.433 eV
- Electronic energy: -933.6501 Ha
- Total charge: -1
- SMILES: Cc1c[pH]cc1[S-]
- Max |F|: 0.080 hartree/bohr

---

Number 5 is which compound?
C5H6PS